(1)
79
Properties=species:S:1:pos:R:3:forces:R:3 method="wB97M-V/def2-TZVPD" homo_lumo_gap_ev="4.09 / 4.09" lumo_energy_ev="4.067 / 4.067" e_above_lowest_kcal_mol=5.8 charge=-2
Ti 0.703 -0.385 0.211 0.51 -0.88 -1.73
O 3.037 -1.808 3.219 0.03 0.03 0.14
C 2.478 -1.642 2.147 0.11 -0.21 -0.58
N 2.346 -0.476 1.441 -0.38 0.13 0.44
C 2.804 0.725 2.013 -0.10 -0.21 0.10
C 4.042 0.880 2.629 0.08 -0.01 0.02
C 4.412 2.107 3.166 -0.07 0.02 -0.04
C 3.541 3.188 3.099 -0.04 -0.09 -0.03
C 2.303 3.037 2.485 0.07 0.09 0.03
C 1.934 1.815 1.938 -0.32 -0.01 -0.18
N 0.726 1.620 1.212 0.48 -0.13 0.47
C -0.399 2.065 1.760 -0.38 0.02 -0.52
O -0.643 2.468 2.911 0.13 0.07 0.12
C -1.565 2.111 0.781 0.13 0.11 0.16
C -2.570 3.056 0.962 -0.03 -0.06 -0.04
C -3.582 3.123 0.024 -0.06 0.10 0.10
C -3.576 2.238 -1.043 0.10 -0.11 -0.06
C -2.543 1.316 -1.124 0.02 -0.07 -0.10
N -1.557 1.264 -0.235 0.36 -0.16 0.15
C 1.973 -2.788 1.284 0.08 0.46 0.04
C 2.557 -4.004 1.370 -0.04 -0.24 -0.04
C 2.248 -4.955 0.324 0.08 -0.10 0.09
C 1.639 -4.542 -0.799 -0.04 0.13 0.02
C 1.333 -3.078 -0.970 0.41 0.28 -0.54
N 1.103 -2.418 0.303 -0.06 0.24 0.31
H 4.701 0.026 2.691 -0.01 0.01 0.02
H 5.379 2.214 3.645 -0.01 0.00 -0.01
H 3.819 4.145 3.527 0.00 0.00 -0.01
H 1.605 3.865 2.439 0.02 -0.02 0.00
H -2.525 3.704 1.826 -0.01 0.00 0.00
H -4.374 3.857 0.122 0.01 0.00 -0.01
H -4.347 2.254 -1.803 0.01 0.02 0.01
H -2.490 0.595 -1.935 0.00 -0.01 0.06
H 3.218 -4.219 2.197 0.03 -0.02 -0.05
H 2.538 -5.997 0.434 -0.02 0.01 0.03
H 1.440 -5.223 -1.619 -0.01 0.00 0.02
H 0.496 -2.918 -1.652 -0.24 -0.13 0.14
N -4.172 -1.694 1.412 0.15 0.03 0.09
C -2.751 -2.160 1.451 -0.05 -0.02 0.00
C -2.739 -3.614 1.953 -0.05 0.10 0.01
P -1.722 -1.169 2.665 0.07 -0.32 -0.14
O -2.587 0.197 2.760 -0.16 0.04 -0.07
O -1.746 -1.889 3.957 0.02 0.07 -0.01
O -0.437 -0.877 1.946 0.02 0.28 0.14
P -2.166 -2.178 -0.336 0.20 -0.14 0.05
O -1.856 -3.706 -0.681 0.01 0.01 0.02
O -3.540 -1.909 -1.073 0.04 -0.11 -0.09
O -1.049 -1.336 -0.837 -0.46 0.36 0.42
H -4.182 -0.699 1.623 0.01 0.02 -0.01
H -4.666 -2.143 2.176 -0.01 -0.04 -0.04
H -4.209 -1.854 -0.334 -0.01 0.07 -0.01
H -3.078 -3.610 2.989 -0.02 -0.03 -0.02
H -1.729 -4.022 1.950 0.01 0.03 -0.02
H -3.373 -4.250 1.333 -0.01 0.01 -0.01
H -2.024 0.962 2.992 0.04 0.04 0.05
H -0.900 -3.874 -0.596 0.03 -0.01 0.01
S -0.219 1.618 -4.201 -0.10 -0.07 -0.21
C -0.499 3.111 -3.372 -0.16 0.10 -0.23
C -1.198 4.246 -3.783 0.09 -0.14 0.03
C -1.285 5.314 -2.909 0.03 0.00 0.14
C -0.682 5.253 -1.645 0.03 -0.05 -0.05
C 0.011 4.125 -1.242 -0.03 0.25 0.14
C 0.101 3.045 -2.112 0.19 -0.38 0.27
N 0.752 1.855 -1.826 0.03 0.58 0.19
C 0.695 1.030 -2.803 0.12 -0.56 -0.17
C 1.349 -0.296 -2.802 -0.12 0.18 -0.32
C 1.517 -0.919 -4.044 -0.19 0.17 0.06
C 2.327 -2.090 -4.119 0.11 -0.04 0.23
C 2.863 -2.636 -3.004 0.02 0.05 -0.27
C 2.460 -2.164 -1.651 -0.40 -0.53 0.72
C 1.804 -0.791 -1.573 -0.56 0.50 0.78
H -1.668 4.286 -4.758 0.01 0.00 0.00
H -1.830 6.203 -3.202 0.00 0.02 -0.01
H -0.762 6.097 -0.970 -0.02 0.01 -0.02
H 0.481 4.053 -0.267 -0.03 -0.01 -0.07
H 1.137 -0.462 -4.952 0.11 0.01 0.01
H 2.566 -2.507 -5.094 0.01 0.01 -0.01
H 3.536 -3.486 -3.082 -0.03 0.00 0.02
H 3.268 -2.282 -0.918 0.28 0.25 -0.16

=====

(2)
75
Properties=species:S:1:pos:R:3:forces:R:3 method="wB97M-V/def2-TZVPD" homo_lumo_gap_ev="5.29 / 5.50" lumo_energy_ev="0.634 / 0.821" e_above_lowest_kcal_mol=37.6 charge=-1 multiplicity=2
Re -0.017 -0.012 0.086 0.57 -0.17 -0.51
C 1.141 -1.022 -3.347 0.13 0.07 0.03
C 2.031 0.165 -3.250 -0.02 0.05 0.28
C 2.478 0.767 -4.413 0.12 0.14 -0.07
C 3.295 1.879 -4.375 0.01 0.02 -0.02
C 3.623 2.426 -3.149 0.09 0.04 -0.10
C 3.188 1.860 -1.959 -0.23 -0.10 -0.04
C 3.534 2.551 -0.672 0.10 -0.06 -0.06
C 2.415 0.678 -2.000 0.45 0.73 -1.14
N 2.031 0.074 -0.800 -2.68 0.12 1.19
C 3.002 -0.112 0.124 0.76 -0.35 -0.01
O 4.195 -0.282 -0.102 -0.49 -0.05 0.31
C 2.509 0.042 1.536 0.26 0.14 0.23
C 3.294 -0.133 2.663 -0.16 0.05 -0.33
C 2.762 0.197 3.901 -0.25 0.02 -0.09
C 1.471 0.701 3.973 0.00 -0.02 -0.05
C 0.724 0.803 2.810 0.08 0.12 0.03
N 1.254 0.492 1.625 0.34 0.00 0.69
C -0.715 1.243 2.761 -0.23 0.12 0.88
O -1.241 1.802 3.722 0.40 -0.21 -0.18
N -1.313 0.940 1.602 1.69 -0.92 -1.86
C -2.557 1.502 1.292 -1.05 0.49 -0.33
C -2.678 2.890 1.103 0.16 -0.31 0.13
C -1.529 3.797 1.413 -0.02 0.01 0.03
C -3.890 3.407 0.671 -0.08 0.02 -0.07
C -4.972 2.581 0.433 -0.07 0.02 0.09
C -4.869 1.227 0.693 -0.04 0.02 -0.07
C -3.676 0.672 1.128 0.26 0.03 0.15
C -3.620 -0.777 1.502 0.10 0.01 0.05
H 1.009 -1.323 -4.384 -0.03 -0.03 -0.07
H 1.550 -1.847 -2.774 -0.20 -0.01 -0.09
H 0.166 -0.777 -2.925 -0.03 -0.23 -0.05
H 2.184 0.341 -5.361 -0.03 -0.04 -0.08
H 3.659 2.320 -5.294 0.01 0.07 -0.01
H 4.238 3.315 -3.114 0.03 0.11 0.07
H 3.737 3.606 -0.858 -0.05 -0.02 0.04
H 2.716 2.471 0.046 -0.01 0.07 0.04
H 4.424 2.099 -0.230 -0.03 0.07 0.08
H 4.290 -0.524 2.540 0.13 0.00 -0.05
H 3.342 0.045 4.800 0.03 0.06 0.05
H 1.014 0.988 4.906 -0.10 0.01 0.08
H -0.596 3.371 1.045 0.12 0.06 -0.06
H -1.674 4.779 0.970 0.00 0.06 -0.07
H -1.443 3.906 2.497 0.07 0.04 -0.04
H -3.982 4.473 0.514 0.04 0.10 -0.05
H -5.906 2.993 0.077 -0.06 0.06 -0.03
H -5.728 0.583 0.572 -0.07 -0.06 -0.05
H -4.500 -1.300 1.134 0.02 -0.08 -0.01
H -2.731 -1.267 1.114 -0.10 -0.09 -0.06
H -3.598 -0.868 2.590 0.02 -0.08 0.05
N -1.824 -4.408 -1.032 -0.56 -0.31 0.14
C -1.149 -3.221 -1.056 1.09 0.26 -0.49
S 0.545 -3.357 -1.142 0.39 0.18 0.27
N -1.905 -2.165 -1.136 -1.73 -1.12 0.29
N -1.511 -0.876 -1.163 -0.06 1.19 -0.17
C -2.388 -0.142 -1.817 0.44 -0.76 0.28
C -2.373 1.249 -2.075 0.63 0.95 0.28
C -3.456 1.793 -2.787 0.12 -0.05 0.11
C -3.509 3.124 -3.113 -0.19 0.04 -0.12
C -2.457 3.965 -2.743 -0.07 -0.15 -0.10
C -1.374 3.471 -2.067 0.26 -0.23 0.14
C -1.292 2.110 -1.689 -1.45 0.10 -0.68
O -0.268 1.702 -1.031 1.33 -0.53 0.80
H -1.281 -5.224 -0.807 -0.03 0.15 0.03
H -2.796 -4.395 -0.767 0.00 0.06 0.01
H -3.221 -0.699 -2.242 0.12 -0.07 0.04
H -4.266 1.133 -3.067 -0.05 -0.06 -0.02
H -4.355 3.514 -3.659 -0.07 0.04 -0.01
H -2.501 5.012 -3.004 0.04 0.14 0.00
H -0.553 4.111 -1.781 0.12 0.06 0.04
N -2.950 -4.334 3.547 -0.46 -0.23 0.17
C -2.002 -3.776 3.197 -0.90 -0.45 -0.02
N -0.893 -3.211 2.880 1.22 0.21 0.44
C -0.558 -2.386 2.016 0.32 0.35 -0.60
N -0.077 -1.645 1.238 -0.49 0.15 0.32

=====

(3)
69
Properties=species:S:1:pos:R:3:forces:R:3 method="wB97M-V/def2-TZVPD" homo_lumo_gap_ev="7.14 / 5.81" lumo_energy_ev="-6.262 / -8.502" charge=+2 multiplicity=5
Rh -0.473 0.779 0.337 0.12 0.09 -0.07
O -1.480 4.614 2.070 0.00 0.00 0.01
C -1.284 3.380 1.697 -0.02 0.04 0.01
O -0.771 3.058 0.628 -0.01 -0.07 -0.01
C -1.737 2.349 2.668 -0.01 -0.04 0.03
C -2.319 2.569 3.899 0.02 0.06 -0.04
C -2.672 1.454 4.659 -0.02 -0.09 0.03
C -2.442 0.177 4.171 -0.01 0.10 0.03
C -1.861 0.051 2.916 -0.01 -0.04 -0.06
N -1.523 1.114 2.210 -0.01 -0.05 0.03
C -1.563 -1.267 2.224 0.04 0.13 0.17
O -1.669 -2.313 2.800 -0.03 -0.06 -0.04
O -1.185 -1.101 0.974 0.01 -0.07 -0.09
H -1.173 5.239 1.391 0.01 -0.01 -0.01
H -2.493 3.574 4.254 0.00 0.00 -0.01
H -3.130 1.589 5.629 0.00 0.00 0.00
H -2.703 -0.714 4.726 0.00 -0.01 -0.01
C 1.322 -1.857 -0.699 0.04 0.00 -0.04
C 0.763 -1.365 -2.038 0.00 -0.02 0.00
P -0.795 -0.407 -1.875 0.01 -0.01 -0.01
C -2.192 -1.513 -1.856 -0.03 0.00 -0.02
C -3.469 -0.948 -1.937 0.01 0.01 0.00
C -4.585 -1.760 -1.869 -0.01 -0.01 0.00
C -4.435 -3.134 -1.712 0.02 0.02 -0.01
C -3.169 -3.696 -1.626 -0.01 -0.01 0.00
C -2.045 -2.888 -1.693 0.01 0.00 0.00
C -0.928 0.696 -3.282 0.04 0.08 0.03
C -0.391 1.981 -3.184 -0.03 -0.04 0.03
C -0.431 2.835 -4.272 -0.01 0.02 -0.04
C -1.017 2.412 -5.459 0.01 0.00 0.03
C -1.562 1.139 -5.558 0.00 -0.01 0.00
C -1.523 0.277 -4.473 0.02 -0.05 0.01
P 1.708 -0.459 0.411 -0.12 -0.04 0.03
C 3.202 0.367 -0.130 -0.01 0.00 -0.01
C 3.135 1.309 -1.159 0.00 -0.02 0.02
C 4.293 1.904 -1.626 0.01 0.01 -0.01
C 5.518 1.571 -1.061 -0.02 0.00 0.00
C 5.587 0.644 -0.030 0.00 -0.01 0.01
C 4.433 0.038 0.441 -0.01 -0.01 0.00
C 1.890 -1.035 2.092 0.04 0.04 -0.03
C 2.152 -0.069 3.070 0.02 0.02 0.01
C 2.238 -0.440 4.400 0.00 0.00 -0.01
C 2.058 -1.771 4.760 0.00 0.01 -0.01
C 1.796 -2.730 3.792 0.00 0.00 0.00
C 1.707 -2.367 2.457 -0.01 0.00 0.00
H 2.231 -2.442 -0.860 0.01 0.02 0.02
H 0.593 -2.474 -0.171 -0.01 0.00 -0.02
H 1.470 -0.701 -2.542 0.01 0.01 0.03
H 0.592 -2.204 -2.718 -0.03 0.01 0.01
H -3.585 0.123 -2.066 -0.01 0.00 -0.01
H -5.573 -1.327 -1.941 0.00 0.00 0.00
H -5.310 -3.768 -1.662 0.00 -0.01 0.00
H -3.056 -4.765 -1.508 0.00 0.00 0.00
H -1.065 -3.342 -1.625 0.01 0.00 0.01
H 0.040 2.326 -2.248 0.00 0.01 0.01
H -0.018 3.832 -4.196 0.00 0.00 0.00
H -1.053 3.080 -6.308 0.00 0.00 -0.01
H -2.020 0.816 -6.483 0.00 0.00 0.00
H -1.950 -0.715 -4.551 -0.02 0.00 -0.01
H 2.179 1.581 -1.595 -0.02 0.01 -0.01
H 4.245 2.632 -2.425 0.00 0.00 -0.01
H 6.422 2.041 -1.423 0.01 0.00 0.00
H 6.542 0.389 0.409 0.00 0.00 0.00
H 4.489 -0.686 1.244 0.01 0.00 0.00
H 2.309 0.967 2.786 0.00 0.00 0.00
H 2.455 0.304 5.155 0.00 0.00 0.00
H 2.127 -2.061 5.799 0.00 -0.01 0.01
H 1.657 -3.764 4.076 0.00 -0.01 0.00
H 1.498 -3.127 1.716 -0.01 -0.01 0.00